(1)
{"formula": "C5H20BrN10O5Pb", "method": "ωB97M-V with the def2-TZVPD basis set", "total_charge": 1, "multiplicity": 1, "e_lumo_ev": -2.05, "orbital_gap_ev": 8.7223, "e_above_lowest_kcal_mol": 23.1, "elements": ["Pb", "Br", "C", "O", "N", "N", "H", "H", "H", "H", "C", "O", "N", "N", "H", "H", "H", "H", "C", "O", "N", "N", "H", "H", "H", "H", "C", "O", "N", "N", "H", "H", "H", "H", "C", "O", "N", "N", "H", "H", "H", "H"], "xyz": [[-1.56842, -0.58428, -18.74911], [0.22783, 1.65225, -18.89504], [-0.86599, -0.26112, -14.97216], [-0.95261, -0.69156, -16.12579], [-1.80577, -0.51583, -14.01944], [0.16107, 0.51087, -14.55001], [-2.52944, -1.14866, -14.31257], [-1.86173, -0.04803, -13.13674], [0.36309, 0.37969, -13.57208], [0.95361, 0.51935, -15.17649], [-1.88303, -2.87392, -21.55166], [-1.45604, -1.93686, -20.88002], [-2.55826, -3.92301, -21.00729], [-1.58265, -3.03567, -22.88408], [-2.68755, -3.92824, -20.01109], [-3.02743, -4.65642, -21.50360], [-1.37185, -2.19535, -23.39751], [-2.21851, -3.71561, -23.26865], [1.61458, -2.02075, -17.95813], [0.66372, -1.86535, -18.73503], [1.50606, -2.84509, -16.88445], [2.75884, -1.29028, -18.01136], [0.58283, -3.15559, -16.63981], [2.27226, -2.95987, -16.25201], [2.59650, -0.39466, -18.46288], [3.50150, -1.29309, -17.34223], [-3.04934, 1.29761, -21.52131], [-2.83281, 0.61220, -20.50042], [-3.65559, 0.76465, -22.60586], [-2.89808, 2.63682, -21.51809], [-3.90524, -0.20066, -22.66531], [-3.97194, 1.46313, -23.25017], [-3.22610, 3.17184, -22.29757], [-2.50048, 3.10222, -20.72244], [-3.86260, 1.69048, -16.81684], [-2.97034, 1.01050, -17.32732], [-4.03324, 3.01330, -17.06354], [-4.82548, 1.14798, -16.01719], [-4.91260, 3.46720, -16.92052], [-3.26074, 3.52562, -17.45238], [-4.67644, 0.22096, -15.66789], [-5.55476, 1.74452, -15.68259]], "atomic_forces_ev_per_a": [[0.8, 0.9, 0.2], [-0.4, -0.6, 0.0], [-0.3, -0.1, -0.7], [0.0, -0.2, 0.6], [-0.3, -0.5, -0.7], [0.5, 0.0, 0.2], [-0.1, 0.1, 0.3], [0.0, 0.1, 0.1], [0.4, 0.3, 0.0], [-0.1, 0.2, 0.1], [1.0, -0.1, 0.0], [-0.3, -0.3, -0.5], [-0.3, 0.2, 0.7], [-0.8, -0.1, 0.8], [0.0, 0.1, 0.0], [0.2, 0.0, -0.3], [0.0, -0.1, -0.1], [0.3, 0.2, -0.9], [-0.7, 0.5, 1.3], [0.5, -0.1, 0.1], [0.0, -0.4, -0.3], [-0.4, 0.9, -1.3], [0.1, -0.2, 0.0], [-0.1, -0.1, 0.2], [0.3, -0.2, -0.2], [-0.1, -0.3, 0.4], [-0.9, -0.9, 2.1], [0.2, 0.3, -0.9], [0.6, 1.1, -0.3], [0.1, -0.1, -0.4], [-0.1, 0.0, 0.1], [-0.3, -0.6, -0.7], [0.2, 0.3, 0.0], [0.1, -0.2, 0.0], [-0.4, -0.6, -0.6], [-0.3, 0.5, 0.7], [0.5, 0.1, -0.1], [0.4, 0.2, -0.4], [0.0, 0.2, 0.2], [-0.1, -0.1, -0.2], [-0.3, 0.0, 0.0], [-0.1, -0.2, 0.5]]}


(2)
{"formula": "C21H20Cl3F5KNO5P2S", "method": "ωB97M-V with the def2-TZVPD basis set", "total_charge": -2, "multiplicity": 1, "e_lumo_ev": 4.27, "orbital_gap_ev": 6.7073, "e_above_lowest_kcal_mol": 10.9, "elements": ["K", "C", "P", "C", "C", "C", "C", "C", "C", "C", "P", "C", "C", "H", "H", "H", "H", "H", "H", "H", "H", "H", "H", "H", "H", "H", "H", "H", "H", "Cl", "C", "Cl", "Cl", "C", "O", "O", "F", "C", "F", "C", "F", "F", "F", "O", "S", "O", "N", "C", "O", "C", "C", "C", "C", "C", "C", "H", "H", "H", "H"], "xyz": [[-1.02992, -1.79718, -0.81646], [-0.64661, -0.98179, 3.64122], [0.47573, -1.44387, 2.25944], [1.62683, -2.55366, 3.17889], [1.56355, 0.05713, 2.14278], [1.63191, 0.98573, 3.17772], [2.39271, 2.13894, 3.07113], [3.10881, 2.38353, 1.91158], [3.05994, 1.46211, 0.87779], [2.30107, 0.30121, 0.97269], [2.20117, -0.89553, -0.42510], [3.98059, -1.15224, -0.79795], [1.74010, 0.22387, -1.80866], [-0.13812, -0.76478, 4.58348], [-1.32908, -1.81834, 3.80162], [-1.23619, -0.11342, 3.34220], [2.02839, -2.07578, 4.07670], [2.45482, -2.82836, 2.52311], [1.10278, -3.47225, 3.44888], [1.04679, 0.83181, 4.07408], [2.39146, 2.86335, 3.87665], [3.67904, 3.29759, 1.79898], [3.60693, 1.66724, -0.03659], [4.51631, -0.21669, -0.97853], [4.06018, -1.77959, -1.68756], [4.45373, -1.68131, 0.03067], [2.48005, 1.01079, -1.97871], [0.78403, 0.69617, -1.57874], [1.60505, -0.35412, -2.72442], [0.69790, -6.96721, -1.49962], [0.42067, -5.33124, -0.83071], [0.56537, -4.16155, -2.15851], [1.71886, -5.00052, 0.36548], [-0.98376, -5.24216, -0.04989], [-1.23312, -6.23627, 0.62449], [-1.57660, -4.16619, -0.21663], [0.12330, -1.65023, -4.42863], [-1.02071, -1.12983, -3.74436], [-0.91334, 0.26669, -4.00645], [-2.15429, -1.53070, -4.68364], [-2.03551, -1.13796, -5.98360], [-2.31395, -2.86988, -4.72049], [-3.33399, -1.01075, -4.25743], [-1.59041, 4.35432, 2.52779], [-1.04624, 3.98625, 1.23864], [-0.07101, 4.89388, 0.67860], [-0.54141, 2.47125, 1.21530], [-1.30606, 1.68523, 0.44806], [-1.17386, 0.46455, 0.29946], [-2.40250, 2.45450, -0.26925], [-3.31868, 1.99428, -1.19712], [-4.21791, 2.90796, -1.73424], [-4.19370, 4.24723, -1.34824], [-3.26195, 4.70784, -0.42413], [-2.37620, 3.78314, 0.09293], [-3.30846, 0.95684, -1.50638], [-4.93843, 2.58026, -2.47316], [-4.90199, 4.94118, -1.78571], [-3.22413, 5.74854, -0.12944]], "atomic_forces_ev_per_a": [[0.0, 0.1, -0.2], [0.0, 0.1, 0.0], [0.1, 0.1, -0.1], [0.1, 0.0, 0.0], [0.0, -0.1, 0.0], [0.0, 0.0, 0.0], [0.0, 0.0, 0.0], [0.0, 0.0, -0.1], [0.1, 0.1, 0.0], [-0.1, -0.1, 0.1], [-0.2, 0.0, 0.0], [0.1, 0.0, 0.0], [0.0, 0.1, 0.0], [0.0, 0.0, 0.0], [0.0, 0.0, 0.0], [0.0, 0.0, 0.0], [0.0, 0.0, 0.0], [0.0, 0.0, 0.0], [0.0, 0.0, 0.0], [0.0, 0.0, 0.0], [0.0, 0.0, 0.0], [0.0, 0.0, 0.0], [0.0, 0.0, 0.0], [0.0, 0.0, 0.0], [0.0, 0.0, 0.0], [0.0, 0.0, 0.0], [0.0, 0.0, 0.0], [0.0, 0.0, 0.0], [0.0, 0.0, 0.0], [-0.1, 0.1, 0.0], [0.2, -0.1, -0.1], [0.0, -0.2, 0.0], [-0.1, 0.0, 0.0], [0.0, 0.0, 0.0], [0.0, 0.0, 0.0], [0.0, -0.3, 0.1], [0.0, 0.0, 0.1], [-0.1, 0.0, -0.2], [0.0, 0.0, 0.0], [0.1, 0.0, 0.1], [0.0, 0.0, 0.0], [0.0, 0.0, 0.0], [0.0, 0.0, 0.0], [0.0, 0.1, 0.0], [0.1, 0.0, 0.1], [0.0, 0.1, 0.0], [0.0, -0.3, 0.1], [0.1, 0.1, 0.0], [-0.1, 0.3, 0.1], [0.1, 0.0, 0.0], [0.0, 0.0, 0.0], [0.0, 0.0, 0.0], [0.0, 0.0, 0.0], [0.0, -0.1, 0.0], [-0.2, 0.1, -0.2], [0.0, 0.0, 0.0], [0.0, 0.0, 0.0], [0.0, 0.0, 0.0], [0.0, 0.0, 0.0]]}


(3)
{"formula": "C8H12O", "method": "ωB97M-V with the def2-TZVPD basis set", "multiplicity": 1, "e_lumo_ev": 0.86, "smiles": "C#CCC(C)=O.C=CC", "orbital_gap_ev": 10.3901, "e_above_lowest_kcal_mol": 90.4, "elements": ["C", "C", "C", "C", "C", "O", "H", "H", "H", "H", "H", "H", "C", "C", "C", "H", "H", "H", "H", "H", "H"], "xyz": [[-2.28433, -0.23599, -0.01912], [-1.76012, -1.07173, 0.62312], [-0.96988, -2.08328, 1.17796], [-0.25036, -1.98395, 2.44123], [-0.78512, -1.10407, 3.46315], [0.72698, -2.61678, 2.62535], [-2.78007, 0.59887, -0.48662], [-0.22005, -2.15832, 0.38178], [-1.45643, -3.08103, 1.32419], [-1.01261, -0.10904, 2.91832], [-1.58428, -1.65561, 3.94583], [-0.09498, -0.83713, 4.17105], [0.98951, -0.07487, -1.54324], [0.49130, 1.10915, -1.85157], [-0.85801, 1.37820, -2.44356], [2.12265, -0.19009, -1.29056], [0.53917, -0.98753, -1.64807], [1.03457, 2.02310, -1.54597], [-1.26618, 2.20239, -1.93423], [-0.60795, 1.64846, -3.47648], [-1.54823, 0.56969, -2.37237]], "atomic_forces_ev_per_a": [[-1.6, 2.4, -1.1], [-0.6, -0.2, 0.9], [0.6, -2.6, -1.5], [-0.1, 1.5, 0.7], [-1.8, 2.2, -1.6], [2.4, -1.9, 0.1], [0.2, -0.6, 0.2], [0.3, -0.9, 0.3], [-0.1, 0.7, -0.7], [-0.7, -1.6, 1.1], [-0.8, 0.6, 0.0], [1.9, 0.2, 1.8], [4.1, 1.5, 0.4], [-0.2, 0.3, 1.1], [1.6, -0.2, -0.5], [-2.2, 0.5, 0.0], [-1.5, -2.0, -0.6], [0.1, -0.6, -0.6], [-0.7, 1.3, 0.4], [-0.7, 0.1, 0.0], [-0.2, -0.8, -0.3]]}